[1]
16
Properties=species:S:1:pos:R:3:mulliken_charge:R:1 method="wB97M-V/def2-TZVPD" charge=+1 gap_ev=9.67 e_above_lowest_kcal_mol=77.1 smiles=CC(C)C[N+]#CF e_homo_ev=-16.5 multiplicity=1
C -1.970 0.035 -0.255 0.55
C 1.196 -0.087 -1.253 -1.51
C 0.047 -1.131 0.583 -0.86
C -0.194 1.297 0.604 -0.45
C 0.680 0.111 0.150 0.38
N -1.483 1.089 0.179 -0.05
F -3.111 -0.443 -0.499 -0.09
H 0.445 -0.574 -1.876 0.34
H 1.464 0.809 -1.649 0.45
H 2.050 -0.716 -1.221 0.43
H -0.996 -1.044 0.248 0.08
H -0.027 -1.043 1.728 0.36
H 0.434 -2.107 0.286 0.41
H -0.242 1.227 1.770 0.34
H 0.112 2.328 0.335 0.35
H 1.594 0.250 0.869 0.27


[2]
17
Properties=species:S:1:pos:R:3:mulliken_charge:R:1 method="wB97M-V/def2-TZVPD" gap_ev=9.71 e_above_lowest_kcal_mol=26.9 smiles=N[C@H]1[C@@H]2NC[C@H](F)[C@H]12 e_homo_ev=-8.7 multiplicity=1
C -1.208 -0.260 -0.411 -0.04
C -0.740 0.907 0.436 -0.32
C 1.505 0.910 -0.339 -0.78
C 1.270 -0.432 0.385 0.13
C -0.233 -0.471 0.717 -0.41
H -3.062 0.129 -0.689 0.26
H -2.814 -1.479 -0.483 0.24
H -0.754 -0.324 -1.404 0.31
H -1.454 1.353 1.121 0.45
H 0.071 2.245 -0.842 0.27
H 1.516 0.683 -1.413 0.32
H 2.434 1.384 -0.031 0.31
H 1.736 -0.500 1.371 0.33
H -0.571 -1.115 1.537 0.37
N -2.564 -0.572 -0.141 -0.62
N 0.327 1.732 -0.028 -0.48
F 1.666 -1.603 -0.301 -0.34


[3]
17
Properties=species:S:1:pos:R:3:mulliken_charge:R:1 method="wB97M-V/def2-TZVPD" gap_ev=9.58 e_above_lowest_kcal_mol=49.9 smiles=N[C@H]1[C@@H]2NC[C@H](F)[C@H]12 e_homo_ev=-8.5 multiplicity=1
C -1.001 -0.270 -0.328 -0.16
C -0.433 0.867 0.588 -0.30
C 1.647 0.606 -0.510 -0.78
C 1.317 -0.634 0.442 0.20
C -0.106 -0.515 0.884 -0.44
H -3.133 -0.042 -0.773 0.21
H -2.562 -1.564 -0.343 0.20
H -0.609 -0.542 -1.278 0.28
H -1.046 1.471 1.290 0.39
H 0.422 2.225 -0.710 0.25
H 1.738 0.161 -1.452 0.30
H 2.673 0.974 -0.415 0.34
H 1.931 -0.569 1.396 0.31
H -0.476 -1.142 1.662 0.49
N -2.497 -0.616 -0.228 -0.61
N 0.653 1.529 -0.029 -0.33
F 1.482 -1.939 -0.195 -0.35


[4]
20
Properties=species:S:1:pos:R:3:mulliken_charge:R:1 method="wB97M-V/def2-TZVPD" charge=+2 gap_ev=7.46 e_above_lowest_kcal_mol=0.0 e_homo_ev=-16.7 multiplicity=1
O 2.587 -0.694 0.592 -0.59
C 2.360 -1.854 -0.014 -0.09
C 1.137 -2.132 -0.487 -0.30
O 0.116 -1.259 -0.120 -0.24
C -0.736 -0.794 -1.171 -0.59
C -1.689 0.184 -0.531 -0.43
O -0.912 1.136 0.195 -0.12
C -1.658 2.243 0.693 -0.66
Ga 0.777 0.389 0.917 1.02
H 3.211 -2.500 -0.249 0.43
H 0.860 -3.000 -1.081 0.47
H -1.294 -1.631 -1.613 0.46
H -2.366 -0.323 0.173 0.36
H -2.276 0.696 -1.306 0.43
H -0.953 2.913 1.196 0.29
H -2.139 2.771 -0.141 0.33
H -2.414 1.890 1.409 0.35
Mg 3.482 0.563 1.758 1.28
O 2.023 1.711 1.750 -0.78
H -0.115 -0.310 -1.969 0.38